This record from OMol25 describes an isolated molecule of C4H6O2 at a distorted geometry. The level of theory is ωB97M-V with the def2-TZVPD basis set.

Atoms and positions in Å:
O (1.066, -0.668, -2.324)
C (0.652, -0.798, -1.181)
C (-0.368, 0.097, -0.661)
C (-1.173, -0.201, 0.541)
C (0.016, 0.718, 0.677)
O (1.064, 0.306, 1.516)
H (1.178, -1.569, -0.560)
H (-0.776, 0.681, -1.535)
H (-2.143, 0.283, 0.648)
H (-1.230, -1.179, 0.974)
H (-0.191, 1.740, 0.859)
H (1.904, 0.589, 1.047)

The frontier orbital gap is 10.6 eV. Its LUMO energy is 0.75 eV. The HOMO energy comes out at -9.84 eV. Its SMILES is O=C[C@H]1C[C@H]1O. The energy relative to the best compared isomer or geometry (same formula, charge and spin) is 2.114 eV. The charge is 0.

Atomic partial charges in e from the Löwdin method, atoms 1 to 6: atom 1 (O): 0.0315, atom 2 (C): -0.2439, atom 3 (C): -0.2022, atom 4 (C): -0.0549, atom 5 (C): -0.3050, atom 6 (O): -0.0242